(1)
{"formula": "CH4N3P", "method": "wB97M-V/def2-TZVPD", "spin_multiplicity": 1, "lumo_energy_ev": 0.634, "relative_energy_kj_mol": 362.9, "elements": ["C", "N", "N", "N", "P", "H", "H", "H", "H"], "positions_angstrom": [[-0.50, 0.93, -0.06], [-1.91, 1.09, -0.25], [-2.53, 0.05, -0.01], [-1.93, -1.15, 0.23], [-0.35, -0.90, 0.10], [0.18, 1.55, -0.87], [-0.33, 1.18, 0.91], [0.47, -1.19, 1.22], [0.35, -1.53, -0.79]]}

---

(2)
{"formula": "C16H17N3O2S2", "method": "wB97M-V/def2-TZVPD", "smiles": "CCCC(=O)Nc1ccc(NC(=S)NC(=O)c2cccs2)cc1", "spin_multiplicity": 1, "lumo_energy_ev": -0.330, "relative_energy_kj_mol": 0.0, "elements": ["C", "C", "C", "C", "O", "N", "C", "C", "C", "C", "N", "C", "S", "N", "C", "O", "C", "C", "C", "C", "S", "C", "C", "H", "H", "H", "H", "H", "H", "H", "H", "H", "H", "H", "H", "H", "H", "H", "H", "H"], "positions_angstrom": [[-8.18, -0.78, -0.04], [-6.73, -1.25, -0.05], [-5.75, -0.08, 0.02], [-4.31, -0.56, 0.01], [-3.99, -1.72, 0.00], [-3.43, 0.49, 0.04], [-2.03, 0.46, 0.03], [-1.29, -0.72, 0.03], [0.09, -0.67, 0.02], [0.76, 0.55, 0.02], [2.16, 0.49, 0.01], [3.09, 1.44, 0.00], [2.92, 3.08, -0.01], [4.41, 0.99, 0.00], [4.88, -0.30, 0.00], [4.14, -1.28, 0.01], [6.33, -0.44, -0.01], [7.33, 0.49, -0.03], [8.61, -0.09, -0.03], [8.56, -1.45, 0.00], [6.96, -2.05, 0.02], [0.03, 1.73, 0.03], [-1.35, 1.68, 0.04], [-8.39, -0.22, 0.87], [-8.38, -0.13, -0.89], [-8.86, -1.62, -0.09], [-6.53, -1.83, -0.96], [-6.55, -1.91, 0.80], [-5.91, 0.58, -0.84], [-5.93, 0.50, 0.93], [-3.82, 1.42, 0.05], [-1.80, -1.67, 0.02], [0.65, -1.59, 0.01], [2.54, -0.46, 0.01], [5.08, 1.74, -0.01], [7.18, 1.56, -0.06], [9.53, 0.47, -0.05], [9.38, -2.14, 0.01], [0.52, 2.69, 0.04], [-1.91, 2.60, 0.05]]}

---

Calculated total energy, -14856.985 -47105.291 eV (same order as the records).
Calculated HOMO energy, -9.11 -7.90 eV (same order as the records).
Calculated max |F|, 4.8 1.2 eV/A (same order as the records).